Entry from the Open Molecules 2025 dataset: a cluster of 2 separate species, C2H8N2O2P in total (ωB97M-V with the def2-TZVPD basis set).

- Kohn-Sham gap (alpha / beta): 5.51 / 7.29 eV
- Spin multiplicity: 3
- Total charge: -1

Last column: Mulliken charge in e.
Cartesian coordinates (Å):
C (-0.554, -2.123, 0.406)  -1.044
C (0.895, 0.301, -0.250)  -0.863
N (-0.062, 2.475, 0.131)  -0.776
N (0.832, 1.636, -0.546)  0.075
O (-0.231, -1.107, -2.137)  -0.726
O (-1.827, 0.016, -0.530)  -0.833
P (-0.564, -0.717, -0.755)  1.082
H (-0.757, -1.690, 1.539)  0.309
H (-1.318, -2.657, -0.019)  0.293
H (0.385, -2.702, 0.418)  0.265
H (1.910, -0.171, -0.419)  0.282
H (0.594, 0.120, 1.505)  0.056
H (-1.059, 2.092, 0.096)  0.346
H (0.079, 2.419, 1.259)  0.265
H (1.678, 2.109, -0.699)  0.269